Entry 1:
{
  "formula": "C5H6O2",
  "method": "ωB97M-V/def2-TZVPD",
  "total_charge": 0,
  "smiles": "O=CCC#CCO",
  "gap_ev": 10.32,
  "homo_energy_ev": -9.91,
  "largest_force_ev_per_a": 1.43,
  "symbols": ["O", "C", "C", "C", "C", "C", "O", "H", "H", "H", "H", "H", "H"],
  "positions_angstrom": [[1.143, -1.518, -0.058], [0.983, -0.744, -0.981], [1.535, 0.667, -0.982], [0.313, 1.116, -0.298], [-0.668, 0.945, 0.389], [-1.649, 0.208, 1.200], [-1.393, -1.157, 0.933], [0.281, -0.954, -1.810], [2.420, 0.767, -0.345], [1.701, 1.085, -1.979], [-1.556, 0.471, 2.268], [-2.682, 0.460, 0.914], [-0.428, -1.345, 0.752]],
  "forces_ev_per_angstrom": [[0.3, 0.2, -0.7], [0.4, -0.6, 0.1], [-0.1, 0.0, 0.1], [-0.5, 0.5, 0.6], [0.5, 0.4, -0.3], [0.1, 0.2, -0.1], [0.2, -0.4, 0.2], [0.1, -0.1, 0.1], [-0.2, 0.0, -0.1], [-0.1, -0.1, 0.2], [0.1, -0.2, -0.3], [0.3, -0.3, 0.0], [-1.3, 0.4, 0.5]]
}

Entry 2:
{
  "formula": "C5H6O2",
  "method": "ωB97M-V/def2-TZVPD",
  "total_charge": 0,
  "smiles": "C=C=COC(C)=O",
  "gap_ev": 9.87,
  "homo_energy_ev": -9.09,
  "largest_force_ev_per_a": 6.60,
  "symbols": ["C", "C", "C", "O", "C", "C", "O", "H", "H", "H", "H", "H", "H"],
  "positions_angstrom": [[3.267, 0.017, 0.018], [2.047, 0.432, -0.035], [0.755, 0.887, -0.349], [-0.327, 0.070, -0.275], [-1.619, 0.382, 0.008], [-2.400, -0.885, 0.285], [-2.137, 1.487, 0.084], [3.653, -0.254, -0.958], [3.838, -0.268, 0.888], [0.785, 1.840, -0.687], [-1.971, -1.322, 1.126], [-2.392, -1.664, -0.626], [-3.498, -0.723, 0.522]],
  "forces_ev_per_angstrom": [[0.2, -0.7, -0.6], [-5.3, 1.2, -0.7], [5.4, -3.2, 2.1], [-0.4, -0.8, -0.1], [-1.8, 1.6, 0.2], [-1.9, -0.9, -3.0], [1.8, -1.5, -0.3], [0.4, -0.2, 0.0], [0.1, 0.6, 0.2], [-1.1, 3.0, -0.8], [0.9, -1.1, 1.4], [0.3, 1.8, 2.1], [1.5, 0.4, -0.4]]
}

The records above yield energy relative to the best compared isomer or geometry (same formula, charge and spin) values of 3.1521, 2.8449 eV, respectively.